[1]
{"formula": "C4H25NO9S2", "method": "wB97M-V/def2-TZVPD", "total_energy_ha": -1695.57481, "homo_ev": -8.4, "molar_mass_da": 295.38, "smiles": "CN[C@H](C=O)CSS.O.O.O.O.O.O.O.O", "homo_lumo_gap_ev": 8.40, "e_above_lowest_kj_mol": 295.9, "species": ["C", "N", "C", "C", "O", "C", "S", "S", "H", "H", "H", "H", "H", "H", "H", "H", "H", "O", "H", "H", "O", "H", "H", "O", "H", "H", "O", "H", "H", "O", "H", "H", "O", "H", "H", "O", "H", "H", "O", "H", "H"], "coordinates": [[-4.275, -0.474, 0.556], [-3.252, -0.037, -0.377], [-2.012, -0.702, -0.233], [-1.286, -0.061, 0.997], [-0.311, -0.471, 1.570], [-1.127, -0.655, -1.483], [-1.804, -1.812, -2.656], [-0.601, -1.925, -4.226], [-4.030, -1.162, 1.350], [-4.819, 0.456, 0.771], [-5.169, -0.912, 0.096], [-3.278, 0.966, -0.521], [-1.962, -1.763, 0.090], [-1.777, 0.938, 1.337], [-1.113, 0.387, -1.879], [-0.060, -0.485, -1.444], [0.607, -2.281, -3.744], [-2.188, 0.026, 3.464], [-2.024, 0.429, 4.331], [-1.389, 0.406, 3.074], [0.729, 1.418, -1.079], [1.543, 1.915, -1.247], [0.681, 1.475, -0.115], [-0.548, 4.204, -2.032], [0.004, 3.432, -2.165], [-1.345, 4.266, -2.554], [1.437, -3.760, 1.307], [1.222, -3.101, 0.627], [0.840, -4.465, 1.026], [3.201, 2.873, 0.456], [3.035, 2.009, 0.856], [4.156, 2.948, 0.567], [4.799, -0.338, -0.590], [4.945, 0.288, 0.134], [3.940, -0.724, -0.392], [2.802, -1.692, -1.523], [3.068, -1.235, -2.323], [2.907, -2.644, -1.552], [1.521, 1.088, 2.967], [1.698, 0.186, 2.679], [1.234, 0.990, 3.880]], "forces_ev_per_angstrom": [[-2.3, 1.4, -1.2], [-1.1, -1.8, -0.3], [2.8, 0.6, 1.2], [0.1, 1.3, -0.7], [-0.2, -0.3, -0.5], [-0.1, 3.0, -0.9], [-0.7, -0.9, 1.1], [0.9, 0.6, -1.4], [0.6, 0.5, 0.6], [0.5, -0.1, 1.5], [0.5, -0.9, -0.8], [0.7, -0.4, 0.1], [-1.3, 0.3, -0.3], [0.4, -1.2, -0.6], [-1.5, -0.2, -0.2], [0.8, -2.0, 1.0], [-0.2, -0.3, 0.3], [0.7, 1.0, 1.1], [-0.9, -0.5, 0.3], [0.0, -0.5, -0.5], [0.7, 0.6, 0.3], [0.1, -0.1, -0.1], [-0.2, 0.0, 0.0], [0.4, 1.0, 0.9], [-0.7, -0.3, -0.4], [0.2, -0.7, -0.4], [-0.5, 0.1, -0.8], [0.3, 0.2, 0.4], [0.2, -0.2, 0.4], [0.2, -0.5, 0.0], [-0.3, 0.2, 0.2], [0.0, 0.3, -0.2], [0.3, 0.7, 0.7], [0.2, -0.2, -0.3], [-0.1, -0.3, -0.3], [-0.9, 0.2, 0.8], [0.2, -0.5, -0.3], [0.3, 0.1, -0.6], [0.3, 0.1, 0.0], [-0.2, -0.1, 0.0], [0.1, 0.1, 0.0]], "lowdin_charge": [-0.11, -0.09, -0.41, -0.23, 0.04, -0.55, 0.43, 0.30, 0.08, 0.09, 0.07, 0.13, 0.15, 0.15, 0.08, 0.05, -0.21, -0.06, 0.05, -0.01, -0.05, 0.05, 0.05, -0.06, 0.00, 0.03, -0.06, 0.02, 0.04, -0.05, 0.01, 0.04, -0.07, 0.03, -0.01, -0.05, 0.06, 0.06, -0.06, 0.03, 0.04]}

=====

[2]
{"formula": "C4H26BF6O21P", "method": "wB97M-V/def2-TZVPD", "total_energy_ha": -2714.07433, "homo_ev": -6.3, "molar_mass_da": 566.01, "homo_lumo_gap_ev": 10.37, "total_charge": -2, "species": ["P", "F", "F", "F", "F", "F", "F", "O", "C", "O", "B", "O", "C", "O", "O", "C", "O", "C", "O", "O", "O", "H", "H", "O", "H", "H", "O", "H", "H", "O", "H", "H", "O", "H", "H", "O", "H", "H", "O", "H", "H", "O", "H", "H", "O", "H", "H", "O", "H", "H", "O", "H", "H", "O", "H", "H", "O", "H", "H"], "coordinates": [[4.339, 0.211, -0.710], [3.132, -0.386, 0.277], [4.832, 0.987, 0.713], [5.287, -1.066, -0.361], [5.619, 1.038, -1.549], [3.817, -0.620, -2.010], [3.439, 1.529, -1.017], [0.707, -0.970, 2.641], [-0.054, -0.598, 1.800], [0.260, -0.189, 0.575], [-0.969, 0.104, -0.143], [-2.070, -0.135, 0.845], [-1.530, -0.590, 1.955], [-2.139, -0.963, 2.903], [-1.164, -0.881, -1.251], [-1.259, -0.213, -2.399], [-1.342, -0.728, -3.492], [-1.383, 1.284, -2.031], [-1.100, 1.429, -0.800], [-1.448, 2.196, -2.904], [-3.322, -2.710, -4.411], [-2.442, -2.379, -4.230], [-3.486, -3.347, -3.715], [0.053, 1.033, 5.299], [0.453, 1.175, 4.441], [0.628, 0.400, 5.730], [1.217, 2.100, -4.835], [1.068, 2.891, -5.353], [1.148, 2.391, -3.926], [3.297, -3.041, 2.552], [2.887, -2.200, 2.756], [4.076, -3.069, 3.107], [-1.935, 4.378, -4.432], [-1.854, 5.025, -3.732], [-1.773, 3.538, -4.003], [-4.271, 0.666, 3.983], [-3.611, 0.412, 3.337], [-4.801, -0.122, 4.107], [-0.307, 4.451, -0.660], [-0.613, 5.131, -1.260], [-0.655, 3.636, -1.022], [-0.349, -3.900, -2.610], [-0.456, -3.049, -2.186], [0.515, -4.202, -2.329], [-4.323, -1.151, -1.155], [-3.925, -2.019, -1.093], [-4.032, -0.696, -0.365], [-2.434, -1.979, 5.449], [-2.238, -1.435, 4.686], [-2.784, -1.367, 6.096], [1.956, -1.191, 5.247], [1.321, -1.402, 4.563], [2.235, -2.041, 5.587], [1.697, -1.143, -5.098], [0.785, -0.941, -4.889], [2.064, -0.311, -5.398], [2.218, 2.012, 2.287], [2.743, 1.544, 2.936], [2.275, 1.473, 1.498]], "forces_ev_per_angstrom": [[0.9, 1.2, 1.6], [0.4, -0.1, -1.3], [0.4, -0.6, -1.2], [-0.1, 0.9, -0.1], [-1.6, -1.8, 0.9], [0.2, 1.3, 0.7], [-0.2, -0.8, -0.4], [0.4, -0.1, 0.3], [1.6, -0.1, -0.6], [-0.4, 0.5, 0.4], [-0.6, -1.1, -0.2], [0.2, 0.4, -0.3], [-0.8, 0.4, -1.0], [-0.7, -0.3, 1.1], [0.6, 0.8, -0.3], [-1.3, -1.3, -0.6], [0.4, 0.9, 1.0], [1.3, 2.1, -5.1], [0.0, 0.2, 1.9], [-0.3, -2.8, 3.3], [-0.5, -0.2, -0.3], [0.4, 0.3, 0.1], [0.0, -0.1, 0.1], [-0.5, 0.3, 0.2], [0.2, 0.1, -0.3], [0.3, -0.3, 0.0], [0.2, -0.2, -0.3], [-0.1, 0.2, -0.1], [0.0, 0.0, 0.3], [-0.1, -0.5, 0.1], [-0.2, 0.5, -0.2], [0.2, 0.1, 0.0], [-0.1, 0.7, -0.6], [0.0, 0.1, 0.1], [0.1, -0.5, 0.3], [-0.4, 0.5, 0.3], [0.3, -0.3, -0.2], [0.0, -0.2, 0.0], [0.1, 0.3, 0.2], [0.0, 0.1, -0.1], [-0.1, -0.4, -0.1], [-0.3, -0.3, -0.1], [0.0, 0.4, 0.1], [0.3, 0.0, 0.0], [-0.4, 0.1, -0.2], [0.2, -0.2, 0.0], [0.2, 0.1, 0.3], [-0.2, -0.5, 0.5], [0.2, 0.2, -0.5], [0.0, 0.2, 0.1], [0.3, 0.2, 0.4], [-0.4, 0.0, -0.6], [0.1, -0.2, 0.1], [0.2, -0.4, -0.2], [-0.3, 0.1, 0.2], [0.0, 0.4, 0.1], [-0.5, 0.4, 0.5], [0.3, -0.2, 0.0], [0.3, -0.3, -0.5]], "lowdin_charge": [0.32, -0.21, -0.24, -0.18, -0.26, -0.17, -0.18, 0.17, -0.36, 0.27, -0.81, 0.23, -0.38, 0.15, 0.21, -0.34, 0.14, -0.32, 0.27, 0.07, -0.06, -0.01, 0.02, -0.06, 0.01, 0.00, -0.04, 0.03, 0.03, -0.05, 0.00, 0.02, -0.07, 0.01, -0.03, -0.05, -0.01, 0.03, -0.04, 0.02, -0.01, -0.05, 0.00, 0.04, -0.03, 0.03, 0.02, -0.07, -0.03, 0.02, -0.05, 0.00, 0.04, -0.06, 0.00, 0.01, -0.05, 0.03, 0.00]}

=====

[3]
{"formula": "C4H26BO21", "method": "wB97M-V/def2-TZVPD", "total_energy_ha": -1773.06090, "homo_ev": -8.1, "molar_mass_da": 421.04, "homo_lumo_gap_ev": 8.59, "e_above_lowest_kj_mol": 639.0, "total_charge": -1, "species": ["O", "C", "O", "B", "O", "C", "O", "O", "C", "O", "C", "O", "O", "O", "H", "H", "O", "H", "H", "O", "H", "H", "O", "H", "H", "O", "H", "H", "O", "H", "H", "O", "H", "H", "O", "H", "H", "O", "H", "H", "O", "H", "H", "O", "H", "H", "O", "H", "H", "O", "H", "H"], "coordinates": [[-0.432, -2.320, 2.186], [-0.520, -1.200, 1.648], [0.245, -0.927, 0.681], [-0.165, 0.341, 0.187], [-1.427, 0.581, 0.955], [-1.531, -0.305, 1.825], [-1.991, -0.114, 2.910], [-0.532, 0.129, -1.296], [0.077, 1.035, -1.928], [0.224, 1.097, -3.127], [0.979, 1.678, -1.021], [0.763, 1.444, 0.110], [2.028, 2.230, -1.444], [-2.634, 1.389, -3.474], [-2.895, 1.609, -2.669], [-1.662, 1.306, -3.361], [5.009, 2.239, -1.618], [4.006, 2.008, -1.684], [5.421, 1.513, -2.164], [-1.031, -3.848, 4.394], [-0.889, -3.217, 3.659], [-0.524, -3.605, 5.265], [2.504, 4.340, 0.709], [2.634, 3.386, 0.259], [1.738, 4.407, 1.452], [2.436, -3.561, 3.587], [1.923, -3.716, 2.764], [3.322, -3.880, 3.621], [-0.738, -2.737, -2.530], [0.185, -2.642, -2.346], [-1.047, -2.338, -1.789], [-0.813, -0.649, 5.242], [-1.434, -0.327, 4.429], [-0.094, -0.093, 5.343], [-2.621, -1.243, -3.785], [-2.447, -0.365, -3.925], [-1.798, -1.496, -3.349], [-3.942, 1.674, 3.869], [-3.233, 1.282, 3.477], [-4.811, 1.294, 3.660], [0.999, 4.047, -4.196], [1.875, 4.378, -4.269], [0.974, 3.063, -3.988], [2.570, -0.810, -4.967], [2.373, -1.752, -5.109], [1.873, -0.635, -4.449], [-2.460, 3.075, 0.981], [-2.903, 3.108, 1.749], [-2.251, 2.178, 1.009], [0.960, -4.568, 1.091], [0.252, -3.879, 1.153], [1.454, -4.601, 0.274]], "forces_ev_per_angstrom": [[-0.4, 2.5, -0.5], [2.7, -10.6, 1.4], [2.6, 1.5, -1.6], [-2.2, -0.2, -2.0], [0.1, 3.2, -3.8], [-1.1, 2.9, 4.1], [-2.6, -0.2, 1.0], [-1.8, -1.3, 2.5], [1.4, -0.6, -3.8], [-0.9, 0.4, -0.6], [7.4, 5.4, -8.6], [-2.2, -2.4, 10.3], [-2.4, -0.8, 0.9], [2.9, -1.0, -5.3], [-2.4, 1.6, 5.7], [-0.6, 0.2, -0.6], [-1.8, -1.9, -1.1], [2.4, 0.8, 0.2], [-0.6, 1.2, 0.9], [0.9, 0.0, 2.2], [0.3, -0.1, 1.3], [-1.4, -0.1, -3.2], [-1.7, -1.9, 1.1], [-1.1, 3.1, 1.8], [2.8, -1.1, -3.0], [-1.7, 1.0, 0.3], [1.1, -0.5, 0.5], [0.6, -0.6, -0.8], [1.4, -1.9, -2.9], [1.3, -0.2, -0.4], [-2.3, 1.8, 3.6], [-4.2, -1.0, -2.4], [2.5, -1.1, 3.0], [2.1, 1.9, 0.0], [-0.1, -3.5, 0.6], [-0.2, 3.7, -0.8], [-0.2, -0.7, -0.3], [-3.8, 2.7, 2.2], [2.6, -2.4, -1.9], [1.1, -0.2, -0.2], [-1.8, -1.8, 0.2], [1.2, -0.2, 0.1], [0.6, 1.9, -0.3], [3.4, -2.2, -2.8], [0.7, 0.2, -0.4], [-4.1, 2.0, 3.2], [1.7, 1.6, -3.8], [-2.9, 1.1, 4.5], [0.9, -2.3, -0.7], [-0.6, 0.1, 1.0], [1.1, -0.6, -0.6], [-0.4, 0.5, -0.3]], "lowdin_charge": [0.13, -0.37, 0.35, -0.73, 0.28, -0.43, 0.17, 0.27, -0.45, 0.15, -0.46, 0.38, 0.11, 0.02, -0.03, 0.03, -0.13, 0.04, 0.05, -0.14, -0.03, 0.09, -0.19, 0.07, 0.10, -0.07, 0.01, 0.00, 0.02, 0.05, -0.02, -0.09, 0.07, -0.03, -0.04, -0.07, -0.02, -0.02, -0.07, 0.06, -0.07, 0.01, 0.04, 0.00, 0.05, -0.07, 0.03, -0.04, -0.03, -0.06, 0.03, 0.03]}